(1)
{
  "formula": "C4H10N2O",
  "method": "the ωB97M-V functional and the def2-TZVPD basis",
  "symbols": ["C", "C", "N", "N", "C", "C", "O", "H", "H", "H", "H", "H", "H", "H", "H", "H", "H"],
  "coordinates": [[-0.284, 0.344, -0.243], [0.934, 0.253, 0.512], [-1.475, 0.208, 0.465], [-0.231, 1.084, -1.423], [0.491, -1.292, -0.627], [-0.128, -2.397, -0.248], [0.660, 1.947, 1.350], [1.364, 2.183, 1.963], [-1.130, 1.226, -1.858], [-2.232, 0.783, 0.122], [-1.327, 0.415, 1.450], [0.253, 1.962, -1.267], [1.861, 0.522, 0.030], [0.920, -0.272, 1.454], [1.210, -1.257, -1.436], [0.004, -3.338, -0.769], [-0.888, -2.374, 0.524]],
  "fmax_ev_per_a": 3.63,
  "gap_ev": [8.79, 8.79],
  "homo_energy_ev": [-8.14, -8.14],
  "e_above_lowest_kcal_mol": 118.04
}



(2)
{
  "formula": "C4H10N2O",
  "method": "the ωB97M-V functional and the def2-TZVPD basis",
  "symbols": ["C", "C", "N", "N", "C", "C", "O", "H", "H", "H", "H", "H", "H", "H", "H", "H", "H"],
  "coordinates": [[0.736, -2.279, -0.372], [-1.513, 0.646, -1.104], [-0.408, 2.006, 1.272], [0.858, -0.904, -0.858], [-0.237, 0.377, -0.451], [0.896, 0.300, 0.112], [0.484, 1.617, 2.416], [-0.146, 1.394, 3.107], [-0.019, 2.927, 1.048], [1.313, -0.790, -1.758], [1.459, 0.434, 1.027], [1.718, -2.737, -0.236], [0.230, -2.261, 0.593], [0.153, -2.892, -1.063], [-2.036, 1.352, -0.453], [-2.101, -0.270, -1.182], [-1.386, 1.080, -2.098]],
  "fmax_ev_per_a": 1.97,
  "gap_ev": [6.41, 6.41],
  "homo_energy_ev": [-5.82, -5.82],
  "e_above_lowest_kcal_mol": 207.36
}